This record from the Open Molecules 2025 dataset describes a molecular structure, C25H39Br4F3N2O6P2S2. The level of theory is ωB97M-V with the def2-TZVPD basis set.

Geometry as XYZ:
```
83
Properties=species:S:1:pos:R:3:lowdin_charge:R:1
Br 5.081 -1.252 -4.072 0.7911
Br -6.558 -2.550 -3.618 0.7805
Br 6.999 1.046 -6.222 0.6089
Br -7.338 0.771 -3.840 0.7901
S -3.482 2.448 -1.432 0.7789
S -1.479 -3.823 -0.481 0.9970
P -1.323 3.468 3.059 0.6202
P 4.591 -1.440 -0.019 0.6122
F -7.910 0.530 -1.100 0.0272
F -9.070 -0.788 -2.445 -0.0147
F -7.587 -2.353 -1.107 -0.0484
O -2.561 3.454 4.182 -0.2248
O 4.490 -0.535 -1.440 -0.3806
O -0.118 2.341 3.340 -0.2596
O 6.019 -1.301 0.435 -0.3024
O 4.282 -3.005 -0.481 -0.2249
O -0.677 4.821 3.153 -0.3022
N -0.538 -2.620 0.161 -0.2717
N -2.659 -2.859 -1.160 -0.2416
C 3.834 -3.853 0.603 -0.2692
C 1.887 -1.116 0.989 -0.2325
C -2.504 0.979 -0.880 -0.4024
C -4.145 1.662 3.324 -0.0859
C 4.755 -3.847 1.892 -0.0906
C -1.111 0.233 4.176 -0.0764
C -0.318 1.555 4.548 -0.2527
C -0.445 -0.059 0.317 -0.0714
C 6.878 -0.898 -6.272 -0.6932
C -4.388 -0.498 -2.073 -0.2003
C -3.864 3.205 3.608 -0.2732
C 5.427 1.640 -2.313 -0.0937
C -1.211 1.141 -0.061 -0.1261
C 4.641 0.888 -1.143 -0.2749
C -2.315 -1.568 -0.906 -0.2745
C -3.056 -0.310 -1.280 -0.1465
C -1.036 -1.366 -0.103 -0.2196
C -6.840 -1.509 -1.969 -0.7461
C -0.748 2.592 0.351 -0.1604
C 5.477 -1.368 -5.976 -0.6749
C -5.524 -1.156 -1.194 -0.1601
C -1.873 3.265 1.291 -0.2230
C -7.793 -0.253 -2.236 -0.8255
C 0.889 0.098 1.112 -0.1361
C 3.411 -0.748 1.239 -0.1968
H -4.114 3.858 2.727 0.1170
H 5.808 -3.519 1.710 0.0798
H -5.770 -0.410 -0.377 0.1303
H -4.151 -1.239 -2.897 0.0960
H -0.494 -0.673 4.449 0.0821
H 1.600 -1.850 1.803 0.1062
H 0.759 0.335 2.199 0.0991
H 5.164 1.031 -0.162 0.1055
H 3.734 -1.169 2.237 0.0955
H 7.617 -1.281 -5.570 0.0523
H -0.746 2.133 5.406 0.1180
H 0.254 2.569 0.844 0.0931
H 3.603 1.330 -1.159 0.1129
H 1.420 0.995 0.665 0.1113
H 4.713 -0.793 -6.495 0.0499
H 4.240 -3.300 2.728 0.0679
H 4.819 -4.925 2.237 0.0807
H -2.124 0.152 4.654 0.0669
H -4.612 3.486 4.410 0.1279
H -3.321 1.172 2.743 0.0503
H 5.432 1.072 -3.269 -0.0371
H -5.133 1.536 2.791 0.0845
H -5.185 -2.103 -0.686 0.1235
H 6.476 1.894 -1.987 0.0835
H -4.269 1.128 4.312 0.0818
H 4.899 2.629 -2.461 0.0789
H 7.169 -1.174 -7.286 0.0548
H -2.028 4.300 0.870 0.1095
H -2.783 2.621 1.192 0.0307
H -4.540 2.412 -0.533 -0.0917
H 3.867 -4.909 0.198 0.1230
H -4.779 0.439 -2.541 0.0382
H 2.745 -3.686 0.866 0.1055
H 3.548 0.363 1.288 0.0932
H -0.678 3.202 -0.588 0.1140
H 1.783 -1.703 0.030 0.0973
H 5.367 -2.423 -6.227 0.0548
H 0.716 1.232 4.875 0.1235
H -1.193 0.207 3.048 0.0599
```

Properties
ΔE to the lowest compared entry with this formula, charge and spin: 112.5 kcal per mole
frontier orbital gap: 7.7 eV
HOMO level: -9.09 eV



This record from the Open Molecules 2025 dataset describes a molecular structure, C15H26N6O7Tl. The level of theory is ωB97M-V with the def2-TZVPD basis set.

Geometry as XYZ:
```
55
Properties=species:S:1:pos:R:3:lowdin_charge:R:1
Tl 0.507 -0.249 -2.002 1.0148
O -1.712 -0.305 1.273 -0.0815
O -1.247 2.186 0.839 -0.0328
O -1.922 -2.538 -3.549 -0.0535
O 1.529 2.682 -3.377 0.0430
O -3.541 2.500 -0.972 -0.0670
O -0.955 -0.198 -4.381 -0.2615
O 4.887 -1.183 4.535 0.0694
N -1.809 -1.885 -2.336 -0.0531
N -0.385 2.190 -0.127 0.0669
N -1.699 -0.815 0.012 -0.0032
N 3.423 -2.862 5.010 0.1684
N 0.854 2.619 -2.321 -0.0819
N 1.567 -0.716 0.768 -0.0236
C 2.003 -2.267 2.564 0.0123
C 3.850 -1.785 4.276 -0.4740
C -2.889 -2.710 1.133 -0.0154
C 1.306 -1.861 1.411 -0.1233
C 0.682 4.051 1.144 0.0056
C -2.199 -2.661 -1.341 -0.2726
C -1.612 0.823 -3.460 -0.1766
C -2.260 -2.024 -0.032 -0.2703
C 2.232 4.506 -1.466 0.0014
C 3.253 -0.222 2.416 0.0210
C 1.189 3.468 -1.301 -0.2045
C 0.497 3.227 -0.084 -0.2167
C -2.553 -4.082 -1.585 -0.0158
C 3.000 -1.429 3.086 -0.1133
C 2.504 0.099 1.273 -0.1326
H -0.917 1.631 -3.175 0.0181
H -1.610 -1.827 -4.169 0.0763
H -3.303 -1.973 1.829 0.0871
H -1.859 -4.528 -2.307 0.0938
H 2.017 5.376 -0.837 0.0937
H -2.448 1.268 -4.019 0.1050
H 1.755 -3.233 3.001 0.1119
H -2.153 -3.322 1.675 0.0991
H 3.933 -3.044 5.865 0.1201
H 0.519 -2.493 0.988 0.1062
H -2.045 0.299 -2.595 0.0372
H -2.882 2.379 -0.253 -0.0025
H -2.515 -4.657 -0.655 0.0824
H 3.221 4.122 -1.170 0.1203
H 2.289 4.825 -2.512 0.0973
H -0.209 4.670 1.331 0.1152
H -4.361 2.110 -0.623 0.0536
H 2.681 1.038 0.740 0.1005
H -1.490 0.684 1.096 0.0402
H 1.551 4.710 1.057 0.0836
H -3.692 -3.373 0.791 0.0887
H -0.734 0.257 -5.217 0.1133
H 2.473 -3.191 4.969 0.0915
H 0.828 3.404 2.020 0.1046
H 4.025 0.465 2.755 0.1236
H -3.571 -4.161 -1.991 0.1095
```

Properties
ΔE to the lowest compared entry with this formula, charge and spin: 0.0 kcal per mole
charge: +1
frontier orbital gap (spin up / spin down): 4.9 / 5.0 eV
HOMO level (spin up / spin down): -11.17 / -11.18 eV



This record from the Open Molecules 2025 dataset describes a single C4H6OS molecule. The level of theory is ωB97M-V with the def2-TZVPD basis set.

Geometry as XYZ:
```
12
Properties=species:S:1:pos:R:3:lowdin_charge:R:1
S -0.250 -0.679 0.018 0.9319
O 0.918 1.489 -0.124 -0.0836
C -1.551 0.442 0.166 -0.5129
C 2.480 -0.503 -0.026 -0.1092
C 1.283 0.291 0.132 -0.6713
C -2.818 -0.092 -0.047 -0.0954
H 2.235 -1.511 -0.613 0.1241
H -3.725 0.508 -0.153 0.0334
H 3.453 0.067 -0.454 0.1532
H -2.781 -1.331 -0.550 0.1354
H 2.468 -1.046 0.907 0.0688
H -1.348 1.440 0.213 0.0256
```

Properties
ΔE to the lowest compared entry with this formula, charge and spin: 81.9 kcal per mole
frontier orbital gap: 8.8 eV
HOMO level: -8.47 eV
SMILES: C=CSC(C)=O